(1)
The following is a quantum chemistry calculation of C27H51BN2O4ReSbSi3 as an isolated structure, from OMol25.

```
90
Properties=species:S:1:pos:R:3:lowdin_charge:R:1
Re 0.062 -0.247 -0.333 1.135
O 0.898 -6.778 1.703 -0.026
C -0.374 -6.207 1.769 -0.199
C -0.305 -4.767 1.382 -0.121
C -1.442 -3.956 1.407 0.041
C -1.321 -2.638 1.020 -0.112
N -0.166 -2.101 0.628 -0.076
C 0.947 -2.866 0.600 -0.170
C 0.903 -4.199 0.982 0.099
C 2.150 -2.179 0.114 -0.158
C 3.364 -2.815 -0.107 0.099
C 4.449 -2.106 -0.613 -0.117
C 5.744 -2.796 -0.889 -0.197
O 5.690 -4.110 -0.419 -0.027
C 4.274 -0.743 -0.876 0.046
C 3.046 -0.171 -0.637 -0.091
N 1.996 -0.856 -0.156 -0.087
H 0.848 -7.715 1.923 0.121
H -0.800 -6.274 2.783 0.153
H -1.082 -6.709 1.090 0.154
H -2.395 -4.351 1.721 0.141
H -2.178 -1.971 1.013 0.125
H 1.784 -4.818 0.983 0.129
H 3.491 -3.865 0.098 0.130
H 6.559 -2.224 -0.418 0.152
H 5.914 -2.765 -1.979 0.157
H 6.531 -4.552 -0.588 0.122
H 5.085 -0.143 -1.258 0.142
H 2.861 0.877 -0.850 0.103
C -2.616 3.633 -1.223 -0.178
Si -2.901 3.128 0.583 0.637
C -2.838 4.508 1.884 -0.184
C -4.005 1.618 0.904 -0.198
Sb -0.291 1.766 1.129 0.827
Si 1.851 3.741 0.633 0.624
C 1.087 5.196 1.586 -0.196
C 1.849 3.814 -1.269 -0.189
C 3.308 2.834 1.459 -0.199
Si -0.278 0.778 3.867 0.588
C -1.425 -0.738 3.925 -0.188
C -0.990 2.351 4.656 -0.205
C 1.569 0.380 4.072 -0.201
H -3.541 3.993 -1.668 0.051
H -2.276 2.788 -1.816 -0.001
H -1.884 4.430 -1.318 0.036
H -3.748 5.102 1.835 0.050
H -2.008 5.190 1.725 0.020
H -2.767 4.124 2.897 0.018
H -5.047 1.846 0.689 0.046
H -3.954 1.292 1.941 0.025
H -3.712 0.789 0.261 0.013
H 0.366 5.740 0.981 0.034
H 1.859 5.907 1.870 0.049
H 0.595 4.870 2.499 0.015
H 1.085 4.490 -1.642 0.037
H 1.674 2.839 -1.723 0.005
H 2.801 4.185 -1.643 0.047
H 3.331 3.025 2.528 0.036
H 4.259 3.181 1.058 0.046
H 3.260 1.758 1.312 -0.005
H -2.367 -0.567 3.410 0.025
H -1.664 -0.979 4.958 0.052
H -0.950 -1.615 3.494 0.011
H -2.074 2.374 4.577 0.034
H -0.590 3.258 4.212 0.012
H -0.752 2.373 5.716 0.048
H 1.975 -0.109 3.188 0.011
H 1.719 -0.290 4.916 0.045
H 2.155 1.272 4.271 0.031
C -1.513 0.938 -5.111 0.010
C -1.120 -0.114 -4.078 -0.428
C -0.361 -1.245 -4.763 0.010
O -0.191 0.548 -3.174 0.106
B -0.742 0.672 -1.967 -0.883
O -1.975 0.056 -1.843 0.000
C -2.297 -0.583 -3.125 -0.419
C -2.331 -2.092 -2.883 0.002
C -3.679 -0.095 -3.541 0.015
H -0.607 1.287 -5.601 0.106
H -1.993 1.794 -4.644 0.093
H -2.168 0.519 -5.865 0.107
H 0.432 -0.824 -5.376 0.105
H -1.026 -1.804 -5.414 0.108
H 0.099 -1.927 -4.048 0.089
H -1.406 -2.451 -2.427 0.080
H -2.479 -2.621 -3.818 0.105
H -3.158 -2.345 -2.223 0.098
H -3.731 0.989 -3.547 0.091
H -4.430 -0.468 -2.849 0.100
H -3.923 -0.464 -4.532 0.111
```

Its multiplicity is 2. The value obtained for the HOMO energy (alpha / beta) is -15.61 / -15.92 eV. As for the total charge: +3. The expectation value of S² is 0.78.

***

(2)
The following is a quantum chemistry calculation of a 3-piece molecular cluster, C27H51Br2F6N7O7P2 overall, from OMol25.

```
102
Properties=species:S:1:pos:R:3:lowdin_charge:R:1
C -5.495 -1.590 -2.744 -0.135
C -4.253 -2.324 -1.987 -0.198
C -2.947 -2.075 -2.912 -0.213
N -1.665 -2.462 -2.265 0.021
C -1.210 -1.511 -1.238 -0.434
C -1.326 0.065 -1.475 -0.534
Br -2.467 1.132 -0.214 0.664
C -0.692 0.773 -2.521 -0.655
C 0.208 0.064 -3.627 -0.123
Br -0.884 2.758 -2.699 0.623
C 0.362 -1.715 -0.856 -0.021
C 0.323 -1.398 0.734 -0.078
C 1.668 -1.554 1.570 -0.150
O 2.375 -2.565 1.401 0.131
C 2.170 -0.466 2.678 -0.204
F 3.578 -0.723 2.819 0.061
F 1.614 -0.698 3.966 0.081
C 2.050 1.049 2.172 -0.191
F 3.209 1.756 2.647 0.078
F 2.157 1.088 0.747 0.088
C 0.779 1.857 2.717 -0.198
F -0.377 1.069 2.939 0.070
F 0.426 2.787 1.677 0.057
C 1.119 2.778 4.003 -0.280
O 1.182 4.018 3.976 0.141
O 1.410 2.124 5.245 0.050
C -0.917 -2.392 1.065 -0.282
O -1.038 -3.256 1.943 0.128
O -1.824 -2.020 0.007 -0.035
H -6.309 -1.289 -1.981 0.077
H -5.983 -2.266 -3.524 0.068
H -5.170 -0.630 -3.278 0.068
H -4.511 -3.435 -1.977 0.113
H -4.184 -1.841 -0.959 0.095
H -3.080 -2.791 -3.811 0.125
H -2.976 -1.020 -3.350 0.110
H -0.932 -2.721 -2.936 0.110
H 1.314 0.214 -3.325 0.096
H 0.056 -1.060 -3.725 0.066
H 0.015 0.547 -4.650 0.086
H 0.672 -2.778 -1.155 0.152
H 1.125 -1.008 -1.320 0.120
H -0.125 -0.366 0.930 0.116
H 0.579 1.664 5.513 0.137
O 1.972 7.571 8.160 -0.276
P 3.025 6.451 8.053 0.778
N 1.891 5.175 8.090 -0.335
C 1.106 4.764 9.239 -0.130
C 1.113 5.019 6.855 -0.118
N 3.820 6.833 9.528 -0.343
C 3.308 6.470 10.839 -0.143
C 4.261 8.232 9.587 -0.155
N 4.285 5.192 7.856 -0.330
C 4.799 5.130 6.486 -0.153
C 4.278 3.872 8.452 -0.123
H 0.607 3.809 9.037 0.084
H 0.347 5.504 9.513 0.087
H 1.725 4.556 10.108 0.050
H 1.548 4.227 6.246 0.038
H 1.112 5.937 6.258 0.075
H 0.065 4.764 7.037 0.090
H 2.268 6.779 10.978 0.081
H 3.905 6.918 11.639 0.082
H 3.398 5.395 11.009 0.055
H 3.439 8.907 9.853 0.076
H 4.657 8.551 8.614 0.072
H 5.069 8.357 10.311 0.077
H 4.100 4.614 5.817 0.068
H 5.767 4.623 6.445 0.077
H 4.954 6.142 6.097 0.074
H 3.598 3.182 7.938 0.081
H 4.012 3.897 9.509 0.064
H 5.283 3.438 8.408 0.090
O -1.676 -4.865 -6.001 -0.284
P -2.411 -4.812 -7.355 0.776
N -1.648 -6.198 -7.997 -0.342
C -0.255 -6.297 -8.396 -0.128
C -2.107 -7.465 -7.419 -0.118
N -1.779 -3.284 -7.822 -0.338
C -0.436 -3.089 -8.343 -0.138
C -2.032 -2.241 -6.822 -0.158
N -3.346 -4.741 -8.883 -0.331
C -4.730 -5.184 -8.707 -0.156
C -2.863 -5.102 -10.199 -0.123
H -0.083 -7.229 -8.944 0.088
H 0.427 -6.263 -7.541 0.087
H 0.027 -5.521 -9.103 0.051
H -2.846 -7.926 -8.082 0.073
H -2.579 -7.319 -6.443 0.070
H -1.298 -8.185 -7.270 0.085
H 0.327 -3.537 -7.700 0.082
H -0.202 -2.026 -8.457 0.084
H -0.348 -3.491 -9.354 0.057
H -1.313 -2.289 -5.995 0.063
H -3.039 -2.350 -6.400 0.068
H -1.986 -1.246 -7.272 0.081
H -4.800 -6.277 -8.651 0.069
H -5.369 -4.831 -9.522 0.078
H -5.143 -4.772 -7.780 0.073
H -2.822 -6.186 -10.349 0.084
H -1.878 -4.685 -10.407 0.065
H -3.528 -4.688 -10.966 0.092
```

The value obtained for the HOMO energy is -7.36 eV. The energy relative to the best compared isomer or geometry (same formula, charge and spin) comes out at 7.962 eV. The SMILES is CCCN[C@]1(/C(Br)=C(\C)Br)C[C@H](C(=O)C(F)(F)C(F)(F)C(F)(F)C(=O)O)C(=O)O1.CN(C)P(=O)(N(C)C)N(C)C.CN(C)P(=O)(N(C)C)N(C)C.

***

(3)
The following is a quantum chemistry calculation of a 5-piece molecular cluster, C27H51Br2O11S5 overall, from OMol25.

```
96
Properties=species:S:1:pos:R:3:lowdin_charge:R:1
C 2.451 1.629 2.865 -0.179
C 2.533 0.089 3.222 -0.553
S 0.907 -0.759 3.384 0.790
C -0.208 -0.157 1.997 -0.459
C -0.224 -1.348 0.915 -0.314
C -1.400 -1.105 -0.158 -0.220
O -2.250 0.021 0.151 -0.196
C -1.874 1.186 -0.563 -0.232
O -2.888 2.184 -0.317 -0.126
C -3.318 2.147 1.044 -0.190
C -4.002 3.526 1.502 -0.187
O -5.441 3.359 1.385 -0.114
C -0.466 -2.726 1.650 -0.749
Br 0.955 -4.108 1.521 0.489
C -1.594 -3.047 2.383 -0.707
C -2.787 -2.051 2.567 -0.133
Br -1.731 -4.810 3.294 0.517
H 1.582 2.133 3.381 0.076
H 3.379 2.113 3.314 0.062
H 2.476 1.840 1.762 0.025
H 3.029 0.023 4.242 0.048
H 3.252 -0.421 2.511 0.072
H -1.213 0.051 2.452 0.033
H 0.276 0.736 1.515 0.052
H -1.980 -2.068 -0.229 0.104
H -0.928 -0.940 -1.183 0.098
H -0.874 1.581 -0.189 0.130
H -1.853 1.018 -1.683 0.135
H -2.446 1.984 1.754 0.126
H -4.106 1.357 1.244 0.132
H -3.615 4.335 0.831 0.123
H -3.755 3.681 2.593 0.117
H -5.787 2.975 2.200 0.073
H -2.565 -1.211 3.294 0.079
H -3.619 -2.644 3.068 0.054
H -3.233 -1.679 1.602 0.073
C 3.406 3.877 -2.601 -0.212
C 2.076 3.740 -3.349 -0.231
C 1.060 3.146 -2.369 -0.227
S 1.585 3.651 -0.735 0.674
O 1.973 2.475 0.006 -0.328
O 0.646 4.615 -0.208 -0.320
C 3.062 4.507 -1.257 -0.228
H 4.122 4.485 -3.157 0.116
H 3.849 2.888 -2.449 0.121
H 1.740 4.720 -3.673 0.081
H 2.175 3.116 -4.240 0.113
H 0.054 3.521 -2.555 0.096
H 1.063 2.055 -2.401 0.111
H 3.846 4.383 -0.510 0.109
H 2.812 5.563 -1.368 0.108
C 6.066 -1.297 5.437 -0.222
C 6.961 -2.502 5.141 -0.219
C 7.343 -2.437 3.660 -0.224
S 7.306 -0.704 3.209 0.660
O 6.246 -0.502 2.252 -0.312
O 8.655 -0.243 2.972 -0.338
C 6.758 -0.099 4.797 -0.233
H 5.923 -1.151 6.509 0.116
H 5.082 -1.447 4.983 0.114
H 7.864 -2.446 5.757 0.114
H 6.463 -3.444 5.377 0.115
H 8.342 -2.833 3.482 0.100
H 6.619 -2.963 3.036 0.109
H 6.098 0.756 4.659 0.105
H 7.642 0.194 5.364 0.105
C -2.188 3.519 -5.889 -0.214
C -2.223 4.218 -7.251 -0.217
C -1.013 5.154 -7.319 -0.224
S 0.237 4.430 -6.261 0.670
O 0.460 5.321 -5.149 -0.324
O 1.320 3.929 -7.076 -0.323
C -0.749 3.053 -5.700 -0.221
H -2.888 2.685 -5.843 0.120
H -2.457 4.230 -5.102 0.124
H -2.154 3.469 -8.046 0.117
H -3.154 4.767 -7.399 0.114
H -0.623 5.237 -8.333 0.103
H -1.250 6.144 -6.930 0.105
H -0.506 2.818 -4.665 0.088
H -0.525 2.199 -6.342 0.115
C -4.695 -7.420 1.337 -0.224
C -4.152 -6.211 0.573 -0.227
C -4.433 -6.444 -0.914 -0.221
S -5.889 -7.484 -0.993 0.663
O -5.515 -8.761 -1.555 -0.333
O -7.000 -6.715 -1.507 -0.338
C -6.086 -7.677 0.771 -0.240
H -4.727 -7.239 2.412 0.114
H -4.052 -8.288 1.159 0.120
H -4.669 -5.307 0.908 0.120
H -3.087 -6.064 0.755 0.090
H -4.629 -5.510 -1.439 0.104
H -3.613 -6.976 -1.397 0.106
H -6.465 -8.674 0.994 0.104
H -6.796 -6.921 1.111 0.107
```

The value obtained for the HOMO energy is -2.80 eV. As for the total charge: -1.

***

Quick rundown of max |F|, same order as above: 2.75, 7.04, 2.53 eV Å⁻¹
Quick rundown of E, same order as above: -2680.90625, -8398.82981, -9025.80717 hartree